Molecular formula: C22H43ClFN4O4S
Method: DFT, ωB97M-V/def2-TZVPD

Properties
E = -63722.5724 eV
charge = +1
E_LUMO = -0.15820 Eh

Atoms and positions in Å:
N: 5.108 -2.485 -0.001
C: 5.382 -3.765 -0.748
C: 4.041 -4.649 -0.661
C: 3.140 -4.634 -1.984
C: 2.592 -3.144 -2.370
C: 1.107 -3.049 -1.701
N: 0.510 -1.655 -1.858
N: 1.392 -0.692 -2.075
C: 0.889 0.619 -2.216
C: 1.891 1.875 -2.435
C: 3.439 1.461 -2.453
C: 4.286 2.534 -1.569
F: 4.008 3.896 -1.924
C: -0.647 1.017 -2.173
C: -1.607 -0.203 -1.912
C: -0.914 -1.610 -1.739
C: -1.886 -2.839 -1.449
C: -1.840 -3.386 0.059
C: -2.397 -2.259 1.055
C: -1.858 -2.500 2.567
S: -0.026 -2.132 2.628
O: 0.346 -1.003 1.693
O: 0.306 -1.719 4.049
Cl: 1.130 -3.867 2.291
H: 5.122 -2.626 1.016
H: 5.737 -1.734 -0.308
H: 5.524 -3.452 -1.849
H: 6.327 -4.302 -0.384
H: 4.331 -5.732 -0.408
H: 3.400 -4.252 0.212
H: 2.197 -5.266 -1.739
H: 3.619 -5.166 -2.888
H: 2.430 -3.020 -3.491
H: 3.331 -2.410 -1.906
H: 1.262 -3.221 -0.582
H: 0.488 -3.849 -2.225
H: 1.735 2.547 -1.508
H: 1.602 2.506 -3.346
H: 3.882 1.467 -3.521
H: 3.677 0.443 -1.999
H: 5.400 2.262 -1.720
H: 4.066 2.322 -0.453
H: -1.027 2.079 -2.313
H: -2.738 -0.067 -1.858
H: -2.975 -2.536 -1.670
H: -1.614 -3.702 -2.153
H: -0.781 -3.746 0.282
H: -2.519 -4.323 0.110
H: -2.020 -1.207 0.754
H: -3.552 -2.225 1.065
H: -2.090 -3.556 2.928
H: -2.373 -1.702 3.210
C: -4.816 5.613 2.584
O: -3.417 5.730 2.365
C: -2.628 5.108 3.382
C: -1.952 3.843 2.851
N: -2.924 2.775 2.615
C: -2.396 1.649 1.842
C: -1.892 1.931 0.417
O: -2.916 2.287 -0.508
C: -3.301 3.657 -0.471
H: -5.322 6.283 1.888
H: -5.161 4.595 2.383
H: -5.086 5.903 3.603
H: -3.208 4.903 4.290
H: -1.846 5.826 3.649
H: -1.210 3.498 3.578
H: -1.427 4.115 1.929
H: -3.720 3.155 2.116
H: -3.207 0.916 1.770
H: -1.593 1.174 2.417
H: -1.471 0.998 0.039
H: -1.072 2.658 0.391
H: -2.466 4.319 -0.229
H: -4.123 3.799 0.232
H: -3.676 3.924 -1.462

---

Molecular formula: Cl4H2S2Si2
Method: DFT, ωB97M-V/def2-TZVPD

Properties
E = -87551.6690 eV
charge = 0
spin multiplicity = 3
relative energy (zero: lowest compared OMol25 entry of this formula, charge and spin) = 0.0 kcal per mole
E_LUMO (spin up / spin down) = 0.01323 / -0.11067 Eh

Atoms and positions in Å:
Si: 0.834 -0.081 0.223
Si: -5.185 -0.015 -0.177
S: -0.883 -1.511 -0.081
S: -0.297 1.771 0.059
Cl: -3.395 0.877 -0.388
Cl: -5.311 -1.555 -1.413
Cl: -6.516 1.536 -0.553
Cl: -5.344 -0.640 1.773
H: -0.176 -2.476 0.558
H: 0.792 2.422 -0.458

---

Molecular formula: C31H36F32NO10P
Method: DFT, ωB97M-V/def2-TZVPD

Properties
SMILES string = CCC[C@@H](C)[C@@]1(N(C)C(C)=O)OC(=O)O[C@@H]1P(O)O.FC(F)C(F)(F)COC(F)(F)C(F)F.FC(F)C(F)(F)COC(F)(F)C(F)F.FC(F)C(F)(F)COC(F)(F)C(F)F.FC(F)C(F)(F)COC(F)(F)C(F)F
E = -150945.5275 eV
charge = 0
E_LUMO = 0.01293 Eh

Atoms and positions in Å:
C: 5.363 5.812 2.691
C: 4.487 5.157 1.625
C: 3.018 4.950 2.029
C: 2.858 3.990 3.223
C: 2.640 4.745 4.538
C: 1.824 2.859 2.966
N: 0.510 3.231 2.441
C: 0.370 3.342 0.986
C: -0.142 4.314 3.115
C: -0.839 4.005 4.406
O: -0.222 5.406 2.603
O: 2.481 1.932 2.075
C: 3.128 1.004 2.806
O: 3.768 0.119 2.330
O: 2.898 1.180 4.122
C: 1.645 1.916 4.166
P: 0.230 0.630 3.974
O: 0.972 -0.737 4.430
O: 0.069 0.395 2.351
H: 4.901 6.714 3.094
H: 6.339 6.060 2.267
H: 5.566 5.104 3.500
H: 4.900 4.164 1.402
H: 4.522 5.718 0.687
H: 2.594 5.926 2.277
H: 2.523 4.567 1.143
H: 3.819 3.473 3.334
H: 3.441 5.475 4.673
H: 1.706 5.313 4.543
H: 2.685 4.084 5.406
H: 0.893 2.529 0.492
H: 0.680 4.305 0.588
H: -0.694 3.238 0.754
H: -1.681 3.335 4.216
H: -0.198 3.519 5.138
H: -1.214 4.941 4.817
H: 1.521 2.368 5.143
H: 1.774 -0.966 3.931
H: 0.718 -0.237 2.007
C: 4.767 3.670 -4.993
C: 4.627 5.161 -5.316
C: 5.057 6.205 -4.277
F: 4.518 5.982 -3.062
F: 4.655 7.420 -4.705
F: 3.376 5.419 -5.754
F: 5.476 5.371 -6.368
O: 3.694 2.964 -4.393
C: 3.419 3.017 -3.060
C: 2.138 3.792 -2.709
F: 2.050 4.987 -3.314
F: 2.109 3.946 -1.366
F: 4.486 3.413 -2.340
F: 3.117 1.764 -2.641
H: 4.844 3.207 -5.975
H: 5.706 3.473 -4.474
H: 6.147 6.206 -4.190
H: 1.280 3.182 -3.000
C: -4.152 -1.064 0.174
C: -3.855 -0.486 1.563
C: -3.092 -1.335 2.586
F: -3.616 -2.568 2.745
F: -3.116 -0.715 3.783
F: -4.991 0.004 2.108
F: -3.031 0.580 1.328
O: -5.355 -1.766 -0.077
C: -5.548 -3.076 0.260
C: -6.511 -3.279 1.445
F: -6.244 -2.441 2.462
F: -6.389 -4.551 1.885
F: -4.381 -3.724 0.441
F: -6.166 -3.655 -0.795
H: -4.256 -0.175 -0.447
H: -3.291 -1.615 -0.208
H: -2.049 -1.433 2.274
H: -7.535 -3.108 1.106
C: 1.459 -0.930 -1.550
C: 0.096 -0.316 -1.890
C: -1.001 -0.270 -0.817
F: -1.216 -1.458 -0.220
F: -2.157 0.125 -1.398
F: -0.375 -0.854 -3.035
F: 0.343 1.004 -2.150
O: 1.696 -2.303 -1.803
C: 1.264 -3.304 -0.980
C: 0.089 -4.121 -1.546
F: -0.875 -3.333 -2.062
F: -0.452 -4.850 -0.543
F: 1.007 -2.851 0.265
F: 2.284 -4.184 -0.880
H: 2.142 -0.436 -2.237
H: 1.777 -0.652 -0.543
H: -0.727 0.467 -0.055
H: 0.452 -4.791 -2.327
C: -3.826 -8.416 -1.000
C: -2.645 -7.713 -1.677
C: -2.864 -6.355 -2.355
F: -3.898 -6.363 -3.215
F: -1.744 -6.036 -3.049
F: -2.023 -8.567 -2.521
F: -1.771 -7.447 -0.662
O: -4.633 -9.331 -1.719
C: -5.635 -8.951 -2.565
C: -5.307 -9.166 -4.055
F: -4.072 -8.733 -4.367
F: -6.208 -8.486 -4.797
F: -6.051 -7.694 -2.318
F: -6.680 -9.773 -2.315
H: -3.343 -9.049 -0.257
H: -4.439 -7.698 -0.453
H: -3.034 -5.584 -1.599
H: -5.376 -10.231 -4.285

---

Molecular formula: C4H12O4Tl
Method: DFT, ωB97M-V/def2-TZVPD

Properties
E = -17187.8809 eV
charge = +3
relative energy (zero: lowest compared OMol25 entry of this formula, charge and spin) = 0.0 kcal per mole
E_LUMO = -0.63815 Eh

Atoms and positions in Å:
Tl: -2.993 -1.461 14.346
C: 1.633 -3.191 17.419
C: 1.139 -4.543 16.874
O: -0.279 -4.555 16.909
O: 1.173 -2.142 16.588
H: 2.711 -3.132 17.570
H: 1.102 -3.030 18.357
H: 1.390 -5.457 17.413
H: 1.595 -4.748 15.905
H: -0.471 -5.485 17.050
H: 1.966 -1.732 16.232
C: -4.187 3.354 17.400
C: -5.574 2.686 17.432
O: -5.828 1.899 16.272
O: -3.062 2.516 17.159
H: -4.041 3.930 18.313
H: -4.294 4.104 16.616
H: -6.383 3.413 17.494
H: -5.586 2.120 18.364
H: -6.756 1.654 16.312
H: -2.450 2.697 17.876

---

Molecular formula: C6H9FN2
Method: DFT, ωB97M-V/def2-TZVPD

Properties
SMILES string = CN1C(F)=C[C@@]2(C)CN12
E = -12062.0058 eV
charge = 0
relative energy (zero: lowest compared OMol25 entry of this formula, charge and spin) = 63.0 kcal per mole
E_LUMO = 0.03807 Eh

Atoms and positions in Å:
C: -0.420 -1.417 0.525
C: -1.491 -0.627 0.247
C: 0.814 -0.231 -1.361
C: 0.810 -0.716 0.034
C: 2.176 -0.685 0.641
C: -1.793 1.805 0.099
N: -1.122 0.610 -0.264
N: 0.277 0.683 -0.343
F: -2.765 -0.921 0.507
H: -0.483 -2.500 0.732
H: 1.772 0.106 -1.685
H: 0.312 -0.626 -2.214
H: 2.996 -0.741 -0.066
H: 2.475 -1.511 1.294
H: 2.170 0.255 1.331
H: -2.724 1.814 0.544
H: -1.241 2.379 0.773
H: -1.762 2.323 -0.795

---

Molecular formula: Cl2H2NOP
Method: DFT, ωB97M-V/def2-TZVPD

Properties
E = -37902.8932 eV
charge = 0
relative energy (zero: lowest compared OMol25 entry of this formula, charge and spin) = 62.7 kcal per mole
E_LUMO (spin up / spin down) = -0.11006 / -0.11003 Eh

Atoms and positions in Å:
N: -1.093 0.110 0.699
O: 0.603 -0.259 -1.413
P: 0.280 0.394 -0.011
Cl: 0.753 2.350 -0.284
Cl: 3.043 -0.875 0.499
H: -1.340 0.399 1.645
H: 1.667 -0.186 -1.419

---

Molecular formula: C21H24N2O5
Method: DFT, ωB97M-V/def2-TZVPD

Properties
SMILES string = CCOc1cc(-c2nc(-c3ccccc3OC)no2)cc(OCC)c1OCC
E = -35382.0421 eV
charge = 0
relative energy (zero: lowest compared OMol25 entry of this formula, charge and spin) = 110.7 kcal per mole
E_LUMO = 0.01869 Eh

Atoms and positions in Å:
C: 4.472 2.914 1.585
C: 4.488 3.124 0.077
H: 4.827 4.136 -0.162
H: 5.159 2.403 -0.398
O: 3.190 3.074 -0.496
C: 2.377 1.992 -0.342
C: 1.019 2.294 -0.324
C: 0.075 1.284 -0.229
C: 0.478 -0.044 -0.109
C: 1.824 -0.364 -0.115
C: 2.796 0.650 -0.277
O: 4.141 0.401 -0.317
C: 4.651 -0.696 -1.065
C: 5.341 -1.701 -0.153
H: 6.123 -1.206 0.416
H: 5.782 -2.495 -0.749
H: 4.619 -2.128 0.536
H: 5.383 -0.265 -1.762
H: 3.862 -1.174 -1.647
O: 2.291 -1.638 0.029
C: 1.360 -2.698 0.139
C: 2.148 -3.995 0.245
H: 2.784 -4.118 -0.627
H: 2.774 -3.982 1.133
H: 1.463 -4.835 0.308
H: 0.710 -2.720 -0.746
H: 0.734 -2.559 1.031
H: -0.289 -0.791 -0.004
C: -1.338 1.576 -0.226
N: -2.310 0.712 -0.131
C: -3.429 1.487 -0.174
N: -3.147 2.766 -0.291
O: -1.792 2.836 -0.326
C: -4.791 0.996 -0.096
C: -5.829 1.924 -0.066
C: -7.145 1.518 0.014
C: -7.435 0.165 0.064
C: -6.419 -0.774 0.032
C: -5.085 -0.380 -0.049
O: -4.043 -1.241 -0.091
C: -4.296 -2.623 -0.062
H: -3.318 -3.099 -0.113
H: -4.795 -2.925 0.866
H: -4.898 -2.944 -0.919
H: -6.677 -1.821 0.071
H: -8.460 -0.170 0.128
H: -7.940 2.247 0.037
H: -5.569 2.970 -0.105
H: 0.721 3.326 -0.403
H: 3.769 3.600 2.052
H: 4.179 1.894 1.821
H: 5.465 3.095 1.988

---

Molecular formula: C7H11NO3S
Method: DFT, ωB97M-V/def2-TZVPD

Properties
SMILES string = CCCCCOC(=O)ON=C=S
E = -25902.1796 eV
charge = 0
relative energy (zero: lowest compared OMol25 entry of this formula, charge and spin) = 91.4 kcal per mole
E_LUMO = -0.04156 Eh

Atoms and positions in Å:
C: -1.049 1.449 2.409
C: -0.213 0.186 2.531
C: 0.047 -0.506 1.193
C: 1.334 0.012 0.543
C: 1.290 -0.207 -0.946
O: 1.011 -1.598 -1.249
C: 0.522 -1.682 -2.496
O: 1.187 -1.884 -3.471
O: -0.848 -1.555 -2.513
N: -1.237 -0.800 -3.678
C: -1.731 0.283 -3.384
S: -1.988 1.767 -3.040
H: -1.931 1.260 1.804
H: -1.387 1.817 3.370
H: -0.501 2.263 1.941
H: -0.730 -0.501 3.195
H: 0.725 0.425 3.026
H: -0.785 -0.323 0.517
H: 0.114 -1.574 1.359
H: 2.209 -0.430 1.003
H: 1.329 1.089 0.686
H: 2.178 0.127 -1.473
H: 0.455 0.380 -1.327